Below is C14H16F6N3O5PdS4 as an isolated structure, with properties calculated with wB97M-V/def2-TZVPD.

Last column: Löwdin charge in e.
Atoms and positions in Å:
Pd 0.7088 -0.3509 0.1931  0.31
C 0.8522 1.1502 3.3156  -0.08
C 0.2419 -0.2065 3.2425  -0.63
N -0.0010 -0.8366 2.1339  -0.04
C -0.5567 -2.0833 2.3656  -0.33
C -0.7263 -2.3971 3.6698  -0.35
S -0.1720 -1.1084 4.6574  1.03
C -0.8700 -2.9059 1.1873  -0.36
C -0.3895 -4.1375 0.8915  -0.35
S -0.9307 -4.6074 -0.6653  1.03
C -1.7731 -3.1003 -0.8168  -0.66
N -1.6681 -2.3347 0.2178  0.09
C -2.4954 -2.6973 -2.0602  -0.08
H 0.2923 1.8285 2.6712  0.06
H 1.8781 1.1058 2.9487  0.08
H 0.8412 1.5265 4.3389  0.07
H -1.1543 -3.2968 4.0780  0.07
H 0.2905 -4.7390 1.4709  0.07
H -2.8412 -3.5575 -2.6320  0.07
H -1.8155 -2.1070 -2.6763  0.06
H -3.3431 -2.0719 -1.7858  0.08
F 0.7570 1.8978 -2.4102  0.12
C 0.5966 0.9336 -3.3107  -0.66
F 0.9770 1.4158 -4.4994  0.12
F -0.7050 0.6385 -3.3920  0.11
S 1.5657 -0.6304 -2.9144  0.57
O 0.5809 -1.5139 -2.3437  -0.33
O 2.1704 -1.0235 -4.1520  -0.28
N 2.5358 -0.0052 -1.8318  -0.33
S 3.8917 -0.7191 -1.3917  0.57
O 4.8207 -0.9198 -2.4667  -0.29
O 3.7365 -1.7599 -0.4197  -0.30
C 4.5850 0.7063 -0.4434  -0.69
F 3.8325 1.0581 0.5961  0.12
F 5.7883 0.3364 0.0166  0.12
F 4.7558 1.7802 -1.2096  0.13
C -2.1729 1.8975 -0.4518  -0.18
C -2.1925 3.4238 -0.4874  -0.17
C -1.4347 3.7612 0.7906  -0.21
O -1.7398 2.7225 1.7188  -0.16
C -2.3361 1.6096 1.0300  -0.20
H -1.2065 1.5154 -0.7806  0.07
H -2.9505 1.4325 -1.0575  0.11
H -3.2198 3.7951 -0.4313  0.11
H -1.7183 3.8440 -1.3740  0.11
H -1.7200 4.7198 1.2298  0.11
H -0.3546 3.7725 0.6020  0.12
H -3.3901 1.5466 1.3258  0.11
H -1.8213 0.6913 1.3127  0.08

Orbital gap = 5.8 eV
Net charge = -1
Relative energy (zero: lowest compared OMol25 entry of this formula, charge and spin) = 83.4 kJ/mol
E = -3403.42241 hartree



Below is C32H60BrClFIN9O9P2S as an isolated structure in a non-equilibrium geometry, with properties calculated with wB97M-V/def2-TZVPD.

Last column: Löwdin charge in e.
Atoms and positions in Å:
C -3.8090 -0.9712 2.5327  -0.12
C -3.0733 -0.5754 3.8269  -0.21
C -1.5609 -0.8841 3.8359  -0.17
C -0.6645 0.3862 3.6973  -0.26
C -0.3234 0.8091 5.1574  -0.03
C 0.4934 0.4359 2.6105  -0.22
C 1.2788 1.7127 3.0226  -0.15
C 2.3182 1.6853 4.1506  -0.27
N 2.4962 2.7008 4.8762  0.13
C 1.3411 -0.8805 2.7394  -0.56
I 3.5151 -0.7528 2.0995  1.14
C 1.5297 -1.4386 4.1678  -0.22
C 2.5501 -2.5695 4.2983  -0.90
O 2.4646 -3.6303 3.8127  0.07
Cl 3.8930 -2.2552 5.4338  0.66
N 0.8765 -2.0005 1.9815  -0.04
C 0.4808 -1.8388 0.6091  -0.65
N 1.4867 -1.7621 -0.4196  0.04
P -0.6078 -3.4247 0.1851  0.83
N -0.0652 -4.0954 -1.2524  -0.15
O -0.1947 -4.5743 1.2817  -0.27
C -0.6167 -0.7126 0.5458  -0.37
P -1.3525 -1.0697 -1.2553  0.69
O -1.5858 0.2255 -2.1989  -0.39
Br -3.5540 -1.4913 -0.8577  0.39
N -0.1243 0.6062 1.1325  -0.10
C -1.3942 1.5092 1.2238  -0.11
C -2.2512 2.0725 0.0943  -0.15
C -1.8319 3.0879 -0.9631  -0.23
N -1.6553 4.4055 -0.3305  -0.07
C -1.3164 5.4463 -1.3174  -0.15
C -0.0975 6.2471 -0.9054  -0.15
C 0.5099 6.1345 0.3396  -0.06
C 1.6446 6.8615 0.6937  -0.08
C 2.1813 7.7508 -0.2307  -0.08
C 1.5798 7.8912 -1.4758  -0.01
C 0.4589 7.1539 -1.8156  -0.28
O -0.1343 7.2913 -3.0665  0.03
S 0.9373 1.4912 0.0133  0.64
O 0.5436 1.2302 -1.3183  -0.20
O 2.2982 1.2099 0.2507  -0.31
F 0.6803 2.9449 0.3842  -0.05
H -4.7677 -1.4311 2.7748  0.05
H -3.2245 -1.7555 2.0506  0.03
H -3.9545 -0.1385 1.8455  0.04
H -3.5416 -1.1491 4.6247  0.11
H -3.2594 0.4687 4.0917  0.11
H -1.4048 -1.2881 4.8376  0.11
H -1.3151 -1.7324 3.2024  0.10
H -1.3813 1.1881 3.5450  0.10
H 0.3477 0.1675 5.7147  0.08
H -1.2776 0.7313 5.6811  0.10
H -0.0634 1.8560 5.2620  0.08
H 0.5434 2.4650 3.3030  0.11
H 1.8754 2.2086 2.2570  0.10
H 2.9890 0.8618 4.3575  0.05
H 1.8635 3.4635 4.6243  0.06
H 0.6326 -1.9134 4.5725  0.13
H 1.8684 -0.7194 4.9002  0.06
H 0.4237 -2.7220 2.5218  0.10
H 1.7251 -0.8481 -0.7712  0.04
H 2.2933 -2.3301 -0.2114  0.07
H 0.8044 -4.6085 -1.1385  0.06
H 0.0044 -3.4050 -1.9952  -0.02
H -0.0483 -5.4163 0.8325  0.06
H -1.3817 -1.1188 1.2010  0.05
H -2.5118 0.4873 -2.2793  0.03
H -2.1111 0.8767 1.7354  0.10
H -1.1359 2.3255 1.8900  0.12
H -3.0275 2.6159 0.6456  0.14
H -2.8723 1.3059 -0.3636  0.06
H -1.0023 2.8420 -1.6131  0.09
H -2.7004 3.1950 -1.6313  0.13
H -2.5290 4.6700 0.1032  0.11
H -2.1505 6.1549 -1.3604  0.13
H -1.2065 5.0494 -2.3249  0.13
H 0.0924 5.4298 1.0465  0.09
H 2.0716 6.7192 1.6753  0.10
H 3.0438 8.3314 0.0630  0.11
H 1.9978 8.5852 -2.1929  0.12
H -0.8856 7.8814 -2.9404  0.11
C 2.4612 -3.7028 -5.8299  -0.01
C 1.8027 -3.1455 -4.5944  -0.53
O 0.6513 -3.4284 -4.2805  0.01
N 2.5279 -2.3018 -3.8134  0.01
C 3.8925 -1.8477 -4.0094  -0.07
H 1.7471 -4.3497 -6.3323  0.09
H 2.7449 -2.9003 -6.5075  0.08
H 3.3366 -4.2841 -5.5693  0.06
H 2.0230 -1.9690 -3.0062  0.10
H 4.5019 -2.1389 -3.1511  0.08
H 3.9055 -0.7582 -4.0900  0.08
H 4.3212 -2.2791 -4.9080  0.05
C -8.9315 -2.6583 4.3461  -0.01
C -7.8193 -2.3493 3.3744  -0.54
O -6.6432 -2.5310 3.6586  0.02
N -8.1680 -1.8580 2.1582  0.01
C -9.4997 -1.5803 1.6481  -0.07
H -8.4957 -3.0402 5.2636  0.08
H -9.4994 -1.7567 4.5772  0.09
H -9.5993 -3.4156 3.9349  0.09
H -7.3812 -1.6748 1.5563  0.13
H -9.6773 -2.1738 0.7504  0.09
H -9.5774 -0.5241 1.3862  0.08
H -10.2595 -1.8178 2.3837  0.07
C 7.6229 -4.2395 -6.2895  0.00
C 6.3956 -3.4937 -6.7512  -0.52
O 5.2758 -3.7589 -6.3258  0.00
N 6.5658 -2.5081 -7.6631  0.02
C 7.8017 -2.0541 -8.2777  -0.07
H 7.3224 -4.9909 -5.5662  0.08
H 8.1067 -4.7376 -7.1299  0.09
H 8.3282 -3.5577 -5.8133  0.09
H 5.7076 -2.0519 -7.9301  0.14
H 7.9535 -0.9978 -8.0526  0.08
H 7.7342 -2.1718 -9.3597  0.09
H 8.6524 -2.6185 -7.9136  0.07

Orbital gap = 7.6 eV
Net charge = +1
E = -6937.63454 hartree



Below is C6H12O in the gas phase, with properties calculated with wB97M-V/def2-TZVPD.

Last column: Löwdin charge in e.
Atoms and positions in Å:
C 2.3968 -0.6198 -1.2716  -0.12
O 1.2938 -0.0270 -0.6440  -0.20
C -0.0648 0.2060 2.0694  0.04
C -0.9011 0.2693 1.0373  -0.38
C -1.8093 1.4445 0.8022  -0.06
C 0.0355 -0.3718 -1.1815  -0.23
C -0.8874 -0.7936 -0.0334  -0.15
H 2.3513 -1.7185 -1.2258  0.09
H 3.2892 -0.2810 -0.7361  0.09
H 2.4901 -0.3191 -2.3239  0.09
H 0.6119 -0.6349 2.1942  0.07
H 0.0050 1.0064 2.7994  0.06
H -1.6635 2.2214 1.5585  0.08
H -2.8615 1.1344 0.8155  0.08
H -1.6212 1.8935 -0.1815  0.08
H 0.1247 -1.1927 -1.9075  0.12
H -0.3769 0.4980 -1.7159  0.12
H -0.5159 -1.7416 0.3747  0.12
H -1.8967 -0.9734 -0.4301  0.12

Orbital gap = 10.1 eV
SMILES = C=C(C)CCOC
Net charge = 0
Relative energy (zero: lowest compared OMol25 entry of this formula, charge and spin) = 139.8 kJ/mol
E = -311.00603 hartree



Question: Which of these has the lowest net charge?
Answer: C14H16F6N3O5PdS4



Copy entry 3 word for word.
Below is C6H12O in the gas phase, with properties calculated with wB97M-V/def2-TZVPD.

Last column: Löwdin charge in e.
Atoms and positions in Å:
C 2.3968 -0.6198 -1.2716  -0.12
O 1.2938 -0.0270 -0.6440  -0.20
C -0.0648 0.2060 2.0694  0.04
C -0.9011 0.2693 1.0373  -0.38
C -1.8093 1.4445 0.8022  -0.06
C 0.0355 -0.3718 -1.1815  -0.23
C -0.8874 -0.7936 -0.0334  -0.15
H 2.3513 -1.7185 -1.2258  0.09
H 3.2892 -0.2810 -0.7361  0.09
H 2.4901 -0.3191 -2.3239  0.09
H 0.6119 -0.6349 2.1942  0.07
H 0.0050 1.0064 2.7994  0.06
H -1.6635 2.2214 1.5585  0.08
H -2.8615 1.1344 0.8155  0.08
H -1.6212 1.8935 -0.1815  0.08
H 0.1247 -1.1927 -1.9075  0.12
H -0.3769 0.4980 -1.7159  0.12
H -0.5159 -1.7416 0.3747  0.12
H -1.8967 -0.9734 -0.4301  0.12

Orbital gap = 10.1 eV
SMILES = C=C(C)CCOC
Net charge = 0
Relative energy (zero: lowest compared OMol25 entry of this formula, charge and spin) = 139.8 kJ/mol
E = -311.00603 hartree